# 1
Molecular formula: C44H116N8O16
Method: DFT, ωB97M-V/def2-TZVPD

Last column: Löwdin charge in e.
Atoms and positions in Å:
C1 1.800 -6.964 4.887  -0.122
O1 0.935 -5.925 5.196  -0.202
C2 1.404 -4.669 5.706  -0.145
C3 2.095 -4.823 7.127  -0.471
C4 2.277 -3.409 7.713  -0.085
N1 3.334 -5.439 7.107  0.041
H1 2.190 -7.274 5.856  0.067
H2 2.535 -6.602 4.169  0.093
H3 1.305 -7.805 4.401  0.090
H4 2.185 -4.231 5.084  0.120
H5 0.589 -3.946 5.734  0.119
H6 1.389 -5.182 7.876  0.132
H7 2.631 -3.511 8.739  0.073
H8 1.376 -2.819 7.882  0.071
H9 2.827 -2.658 7.147  0.080
H10 3.371 -6.424 6.889  0.057
H11 3.652 -5.379 8.064  0.081
C5 -4.070 1.889 10.854  -0.124
O2 -3.068 1.566 9.905  -0.205
C6 -1.784 1.320 10.511  -0.194
C7 -0.671 2.223 9.872  -0.365
C8 0.680 2.069 10.603  -0.080
N2 -1.070 3.690 10.023  0.031
H12 -4.935 2.203 10.270  0.087
H13 -3.673 2.819 11.260  0.072
H14 -4.382 1.276 11.700  0.087
H15 -1.805 1.555 11.576  0.116
H16 -1.529 0.301 10.223  0.119
H17 -0.665 1.929 8.823  0.129
H18 1.379 2.855 10.318  0.069
H19 1.263 1.153 10.505  0.072
H20 0.649 2.363 11.652  0.070
H21 -1.950 3.890 9.570  0.057
H22 -1.073 3.985 10.989  0.059
C9 -6.862 -0.646 -8.432  -0.099
O3 -5.618 -0.503 -7.743  -0.238
C10 -5.606 -0.857 -6.331  -0.146
C11 -4.479 -1.909 -6.103  -0.491
C12 -4.198 -2.049 -4.673  -0.098
N3 -3.268 -1.402 -6.602  0.035
H23 -7.107 -1.707 -8.375  0.084
H24 -6.671 -0.249 -9.429  0.088
H25 -7.656 -0.081 -7.944  0.080
H26 -5.445 0.108 -5.850  0.129
H27 -6.575 -1.315 -6.137  0.117
H28 -4.809 -2.842 -6.558  0.139
H29 -3.963 -1.053 -4.297  0.083
H30 -3.416 -2.757 -4.398  0.086
H31 -5.089 -2.272 -4.087  0.079
H32 -2.433 -1.965 -6.531  0.080
H33 -3.379 -1.207 -7.586  0.073
C13 1.849 -8.238 -1.726  -0.128
O4 2.017 -6.899 -1.403  -0.171
C14 1.045 -6.336 -0.565  -0.207
C15 0.869 -4.794 -0.627  -0.416
C16 2.093 -3.952 -0.311  -0.073
N4 -0.093 -4.453 0.424  0.019
H34 2.049 -8.809 -0.819  0.082
H35 2.602 -8.583 -2.435  0.090
H36 0.838 -8.530 -2.011  0.087
H37 0.022 -6.706 -0.631  0.124
H38 1.406 -6.490 0.452  0.118
H39 0.468 -4.563 -1.614  0.134
H40 1.947 -2.873 -0.344  0.066
H41 2.874 -4.177 -1.038  0.069
H42 2.446 -4.227 0.683  0.078
H43 -0.316 -3.469 0.458  0.064
H44 0.078 -4.806 1.355  0.069
C17 -4.285 -5.933 3.548  -0.098
O5 -5.661 -5.937 3.176  -0.185
C18 -6.485 -5.191 4.029  -0.233
C19 -6.298 -3.706 3.727  -0.201
N5 -6.741 -3.248 2.370  -0.080
C20 -6.740 -1.768 2.158  -0.168
C21 -8.104 -1.223 2.674  -0.212
O6 -8.078 0.138 3.104  -0.210
C22 -9.253 0.453 3.874  -0.102
H45 -4.108 -5.925 4.623  0.089
H46 -3.760 -5.023 3.257  0.072
H47 -3.939 -6.766 2.936  0.096
H48 -6.224 -5.253 5.085  0.114
H49 -7.533 -5.459 3.893  0.125
H50 -5.221 -3.538 3.723  0.096
H51 -6.706 -3.025 4.474  0.115
H52 -6.177 -3.705 1.667  0.095
H53 -6.584 -1.646 1.086  0.113
H54 -5.881 -1.414 2.727  0.108
H55 -8.374 -1.763 3.581  0.100
H56 -8.857 -1.317 1.891  0.121
H57 -8.998 -0.025 4.819  0.082
H58 -10.160 -0.012 3.487  0.080
H59 -9.487 1.502 4.055  0.084
C23 3.741 7.595 -7.889  -0.047
O7 4.139 6.184 -7.576  -0.170
C24 3.244 5.543 -6.750  -0.274
C25 2.015 4.860 -7.369  -0.211
N6 0.854 4.898 -6.510  -0.060
C26 -0.397 4.134 -6.672  -0.217
C27 -1.106 3.830 -5.410  -0.219
O8 -1.686 5.007 -4.863  -0.174
C28 -2.730 5.584 -5.610  -0.126
H60 3.983 8.193 -7.011  0.081
H61 2.720 7.788 -8.221  0.082
H62 4.357 7.969 -8.707  0.078
H63 2.948 6.199 -5.931  0.113
H64 3.719 4.749 -6.174  0.118
H65 2.262 3.852 -7.703  0.107
H66 1.748 5.370 -8.295  0.107
H67 1.126 5.128 -5.565  0.101
H68 -0.253 3.202 -7.219  0.117
H69 -1.010 4.718 -7.359  0.101
H70 -0.268 3.516 -4.787  0.120
H71 -1.767 2.964 -5.427  0.127
H72 -3.269 6.292 -4.980  0.087
H73 -3.500 4.930 -6.019  0.087
H74 -2.373 6.077 -6.513  0.076
C29 6.244 2.304 1.674  -0.150
O9 4.987 2.476 2.184  -0.186
C30 4.198 1.276 2.137  -0.200
C31 2.708 1.598 2.453  -0.194
N7 2.089 0.345 2.892  -0.059
C32 0.680 0.395 3.330  -0.197
C33 -0.148 0.833 2.183  -0.194
O10 0.221 0.075 0.950  -0.219
C34 -0.567 0.329 -0.175  -0.139
H75 6.921 3.035 2.117  0.090
H76 6.098 2.460 0.605  0.087
H77 6.675 1.336 1.929  0.087
H78 4.545 0.614 2.931  0.115
H79 4.238 0.620 1.267  0.119
H80 2.249 2.031 1.565  0.101
H81 2.555 2.377 3.200  0.124
H82 2.232 -0.340 2.164  0.099
H83 0.356 1.019 4.162  0.121
H84 0.300 -0.562 3.688  0.112
H85 -0.070 1.891 1.934  0.113
H86 -1.224 0.685 2.275  0.118
H87 -0.185 -0.299 -0.979  0.080
H88 -0.650 1.366 -0.499  0.085
H89 -1.600 0.013 -0.033  0.080
C35 1.111 -2.955 -7.598  -0.128
O11 0.913 -3.178 -6.209  -0.210
C36 2.101 -2.763 -5.444  -0.174
C37 1.981 -1.231 -5.188  -0.197
N8 3.293 -0.744 -4.698  -0.063
C38 3.276 0.734 -4.739  -0.184
C39 3.309 1.366 -3.304  -0.235
O12 3.030 2.750 -3.441  -0.216
C40 3.893 3.557 -2.545  -0.064
H90 0.143 -2.999 -8.097  0.083
H91 1.842 -3.616 -8.063  0.085
H92 1.416 -1.925 -7.780  0.072
H93 3.041 -3.182 -5.803  0.119
H94 1.855 -3.203 -4.478  0.108
H95 1.236 -1.196 -4.393  0.111
H96 1.644 -0.646 -6.043  0.105
H97 3.597 -1.171 -3.835  0.105
H98 2.474 1.225 -5.290  0.109
H99 4.221 1.039 -5.188  0.107
H100 4.254 1.128 -2.815  0.113
H101 2.506 1.007 -2.660  0.113
H102 3.569 3.312 -1.533  0.073
H103 3.574 4.597 -2.619  0.080
H104 4.968 3.418 -2.659  0.086
O13 -2.397 8.404 0.902  -0.095
C41 -3.120 7.174 0.541  -0.193
C42 -2.296 5.863 0.761  -0.284
O14 -2.923 4.742 0.253  -0.049
H105 -2.519 8.690 1.810  0.071
H106 -4.000 7.092 1.178  0.111
H107 -3.389 7.381 -0.495  0.116
H108 -1.932 5.741 1.781  0.121
H109 -1.376 6.031 0.201  0.112
H110 -2.855 4.862 -0.697  0.090
O15 11.747 2.873 -0.659  -0.056
C43 10.774 2.769 -1.669  -0.250
C44 11.359 2.475 -3.066  -0.272
O16 10.463 1.726 -3.796  -0.063
H111 11.988 1.962 -0.477  0.086
H112 10.011 2.011 -1.489  0.113
H113 10.171 3.676 -1.637  0.119
H114 12.379 2.091 -3.085  0.119
H115 11.383 3.426 -3.598  0.111
H116 10.778 1.593 -4.693  0.092

* E_LUMO: 0.0107 Eh
* SMILES: COC[C@H](C)N.COC[C@H](C)N.COC[C@H](C)N.COC[C@H](C)N.COCCNCCOC.COCCNCCOC.COCCNCCOC.COCCNCCOC.OCCO.OCCO
* DFT total energy: -92174.086 eV
* maximum force: 4.567 eV/Å


# 2
Molecular formula: C44H121N11O11
Method: DFT, ωB97M-V/def2-TZVPD

Last column: Löwdin charge in e.
Atoms and positions in Å:
C1 3.996 -1.263 2.914  -0.099
O1 4.387 -0.864 4.214  -0.204
C2 5.197 -1.824 4.871  -0.186
C3 6.365 -1.102 5.551  -0.447
C4 7.213 -2.026 6.361  -0.091
N1 5.919 -0.020 6.445  0.062
H1 3.294 -2.098 2.933  0.066
H2 4.891 -1.664 2.438  0.089
H3 3.710 -0.372 2.355  0.076
H4 4.533 -2.301 5.592  0.127
H5 5.652 -2.617 4.277  0.129
H6 7.053 -0.698 4.809  0.120
H7 6.507 -2.534 7.018  0.077
H8 7.881 -1.613 7.117  0.077
H9 7.825 -2.781 5.868  0.077
H10 6.590 0.732 6.386  0.075
H11 5.054 0.292 6.025  0.025
C5 4.683 -6.728 -0.627  -0.124
O2 4.029 -6.024 0.386  -0.161
C6 3.386 -4.877 -0.079  -0.201
C7 2.865 -3.967 1.102  -0.376
C8 1.776 -4.555 2.068  -0.038
N2 2.254 -2.739 0.559  0.031
H12 3.978 -7.240 -1.281  0.088
H13 5.313 -7.533 -0.247  0.087
H14 5.383 -6.123 -1.204  0.088
H15 3.972 -4.110 -0.585  0.124
H16 2.552 -5.187 -0.708  0.122
H17 3.771 -3.730 1.659  0.109
H18 2.012 -5.538 2.476  0.074
H19 0.874 -4.725 1.480  0.066
H20 1.429 -3.880 2.851  0.063
H21 1.747 -2.243 1.279  0.046
H22 1.505 -3.180 0.044  0.029
C9 3.894 1.472 -0.048  -0.074
O3 4.435 2.720 0.486  -0.203
C10 5.859 2.943 0.423  -0.175
C11 6.731 1.749 0.868  -0.411
C12 6.423 1.399 2.385  -0.046
N3 8.164 1.928 0.791  0.021
H23 4.273 1.458 -1.070  0.073
H24 2.806 1.452 -0.102  0.076
H25 4.160 0.529 0.429  0.061
H26 6.113 3.148 -0.617  0.113
H27 5.923 3.900 0.941  0.128
H28 6.553 0.894 0.215  0.129
H29 5.359 1.198 2.509  0.052
H30 6.788 2.144 3.092  0.080
H31 6.976 0.481 2.583  0.062
H32 8.602 1.018 0.804  0.068
H33 8.487 2.367 1.641  0.063
C13 0.503 -2.229 7.590  -0.114
O4 0.895 -0.901 7.898  -0.199
C14 1.793 -0.273 6.939  -0.158
C15 1.609 1.291 6.954  -0.420
C16 2.527 1.959 5.969  -0.073
N4 1.832 1.847 8.313  0.049
H34 -0.446 -2.149 7.059  0.079
H35 0.297 -2.754 8.523  0.086
H36 1.120 -2.835 6.926  0.080
H37 2.832 -0.535 7.140  0.114
H38 1.624 -0.708 5.954  0.098
H39 0.597 1.544 6.637  0.136
H40 2.345 3.026 6.097  0.081
H41 2.266 1.770 4.928  0.065
H42 3.595 1.827 6.143  0.066
H43 1.163 1.276 8.808  0.055
H44 2.700 1.446 8.639  0.068
C17 1.483 6.263 -3.492  -0.117
O5 1.716 5.215 -2.559  -0.205
C18 1.074 5.335 -1.296  -0.136
C19 -0.536 5.312 -1.510  -0.428
C20 -1.064 6.034 -0.300  -0.093
N5 -1.265 4.052 -1.575  0.045
H45 1.961 6.008 -4.438  0.087
H46 1.854 7.224 -3.136  0.087
H47 0.434 6.413 -3.749  0.065
H48 1.395 4.509 -0.661  0.125
H49 1.307 6.314 -0.878  0.107
H50 -0.822 5.858 -2.410  0.108
H51 -0.773 5.490 0.598  0.087
H52 -2.143 6.180 -0.361  0.068
H53 -0.700 7.060 -0.258  0.075
H54 -2.193 4.434 -1.689  0.014
H55 -1.059 3.614 -2.462  0.024
C21 -5.242 0.351 -0.369  -0.089
O6 -5.500 -0.120 0.951  -0.188
C22 -4.552 0.215 1.902  -0.232
C23 -5.154 0.051 3.307  -0.412
C24 -4.093 0.230 4.369  -0.077
N6 -5.500 -1.348 3.542  0.033
H56 -5.958 -0.070 -1.075  0.091
H57 -4.238 0.189 -0.761  0.067
H58 -5.445 1.422 -0.374  0.075
H59 -3.724 -0.485 1.794  0.099
H60 -4.185 1.230 1.748  0.128
H61 -6.041 0.649 3.518  0.144
H62 -3.602 1.164 4.098  0.074
H63 -3.328 -0.540 4.269  0.068
H64 -4.540 0.205 5.363  0.085
H65 -6.257 -1.670 2.956  0.062
H66 -4.747 -1.897 3.151  0.011
C25 0.330 -0.181 3.097  -0.085
O7 0.522 0.025 1.691  -0.198
C26 -0.563 -0.331 0.799  -0.139
C27 -0.201 -0.019 -0.692  -0.411
C28 -1.324 0.258 -1.584  -0.079
N7 0.675 -1.098 -1.240  0.077
H67 0.739 -1.130 3.444  0.065
H68 -0.736 -0.223 3.321  0.076
H69 0.796 0.477 3.830  0.065
H70 -0.775 -1.396 0.884  0.118
H71 -1.435 0.234 1.129  0.111
H72 0.389 0.897 -0.704  0.123
H73 -0.855 0.345 -2.564  0.062
H74 -1.894 1.142 -1.299  0.070
H75 -2.060 -0.545 -1.609  0.070
H76 1.291 -1.436 -0.514  0.007
H77 1.203 -0.764 -2.034  0.043
C29 -1.010 -4.086 -1.189  -0.088
O8 -1.989 -4.360 -0.168  -0.202
C30 -3.323 -3.932 -0.329  -0.205
C31 -4.061 -4.205 0.999  -0.359
C32 -5.667 -3.998 0.839  -0.032
N8 -3.627 -3.481 2.210  0.044
H78 0.067 -3.988 -1.058  0.060
H79 -1.311 -3.271 -1.848  0.056
H80 -1.278 -4.758 -2.004  0.074
H81 -3.437 -2.894 -0.644  0.116
H82 -3.668 -4.527 -1.175  0.121
H83 -3.911 -5.255 1.248  0.128
H84 -6.228 -4.394 1.685  0.069
H85 -5.973 -4.541 -0.055  0.063
H86 -5.742 -2.912 0.773  0.049
H87 -2.790 -3.862 2.629  0.074
H88 -3.411 -2.509 2.040  0.038
C33 -3.225 -5.594 -7.208  -0.130
O9 -3.770 -4.619 -6.365  -0.181
C34 -2.747 -3.834 -5.714  -0.183
C35 -3.056 -2.383 -5.372  -0.420
C36 -1.894 -1.508 -4.884  -0.083
N9 -4.056 -2.389 -4.315  0.040
H89 -4.037 -6.017 -7.799  0.087
H90 -2.763 -6.338 -6.558  0.091
H91 -2.570 -5.227 -7.998  0.086
H92 -2.444 -4.430 -4.853  0.127
H93 -1.826 -3.753 -6.291  0.117
H94 -3.341 -1.690 -6.163  0.133
H95 -1.231 -1.863 -4.096  0.064
H96 -2.213 -0.509 -4.586  0.065
H97 -1.168 -1.426 -5.693  0.070
H98 -4.695 -1.618 -4.447  0.070
H99 -4.571 -3.257 -4.324  0.066
C37 -7.936 5.488 -4.558  -0.088
O10 -6.561 5.128 -4.631  -0.188
C38 -6.189 4.185 -3.679  -0.235
C39 -4.641 3.926 -3.722  -0.362
C40 -4.143 2.617 -3.014  -0.070
N10 -3.946 4.942 -2.949  0.035
H100 -8.436 4.577 -4.888  0.088
H101 -8.200 6.357 -5.160  0.089
H102 -8.193 5.742 -3.529  0.085
H103 -6.476 4.364 -2.642  0.118
H104 -6.796 3.296 -3.849  0.116
H105 -4.389 3.731 -4.765  0.136
H106 -4.503 1.659 -3.391  0.066
H107 -4.325 2.675 -1.941  0.061
H108 -3.085 2.439 -3.203  0.052
H109 -4.444 5.267 -2.132  0.084
H110 -4.079 5.747 -3.544  0.079
C41 2.462 0.806 -3.967  -0.103
O11 2.275 1.925 -4.781  -0.196
C42 1.412 1.635 -5.870  -0.176
C43 -0.067 1.953 -5.507  -0.428
C44 -1.064 2.187 -6.640  -0.048
N11 -0.087 3.075 -4.583  0.063
H111 2.925 0.027 -4.572  0.093
H112 1.496 0.531 -3.545  0.066
H113 3.191 0.871 -3.159  0.079
H114 1.735 2.382 -6.596  0.126
H115 1.588 0.634 -6.264  0.122
H116 -0.319 1.051 -4.949  0.096
H117 -1.165 1.347 -7.328  0.076
H118 -0.730 3.132 -7.068  0.077
H119 -2.090 2.420 -6.357  0.065
H120 0.669 2.870 -3.946  0.062
H121 0.021 4.021 -4.922  0.078

* E_LUMO: 0.0167 Eh
* SMILES: COC[C@H](C)N.COC[C@H](C)N.COC[C@H](C)N.COC[C@H](C)N.COC[C@H](C)N.COC[C@H](C)N.COC[C@H](C)N.COC[C@H](C)N.COC[C@H](C)N.COC[C@H](C)N.COC[C@H](C)N
* DFT total energy: -86492.383 eV
* maximum force: 3.845 eV/Å